[1]
This record from the Open Molecules 2025 dataset describes a cluster of 2 separate species, C8H9Cl3NP in total. The level of theory is ωB97M-V/def2-TZVPD.

The SMILES is N=P(Cl)(Cl)Cl.C=Cc1ccccc1. The molar mass is 256.50 g/mol. As for the total energy: -56788.259 eV.

Element x y z (Å)
N 2.77 1.93 -0.03
P 3.31 0.47 -0.03
Cl 5.34 0.59 -0.17
Cl 2.87 -0.79 1.47
Cl 3.08 -0.89 -1.63
H 2.01 1.95 0.57
C -0.56 2.14 1.06
C -0.05 0.90 1.11
C -0.35 -0.26 0.25
C -0.27 -1.55 0.63
C -0.41 -2.59 -0.17
C -0.72 -2.31 -1.47
C -0.97 -1.02 -1.97
C -0.79 0.05 -1.09
H -1.03 2.43 0.13
H -0.37 2.80 1.82
H 0.41 0.52 1.99
H -0.02 -1.83 1.63
H -0.42 -3.58 0.14
H -0.90 -3.12 -2.13
H -1.12 -0.81 -3.05
H -1.05 1.06 -1.32

Löwdin population analysis, charges in e, atoms 1 to 6:
1. N -0.22
2. P -0.34
3. Cl 0.25
4. Cl 0.33
5. Cl 0.19
6. H -0.10

***

[2]
This record from the Open Molecules 2025 dataset describes a structure of composition C31H33Cl5HfN4OP. The level of theory is ωB97M-V/def2-TZVPD.

The net charge is -1. The molar mass is 864.36 g/mol. As for the total energy: -113899.964 eV.

Element x y z (Å)
Hf 0.01 -0.02 -0.90
Cl -4.20 1.58 -6.74
C -3.50 1.19 -5.22
C -2.12 1.13 -5.08
Cl -1.09 1.44 -6.41
C -1.57 0.82 -3.84
Cl 0.14 0.75 -3.59
C -2.36 0.54 -2.71
O -1.83 0.23 -1.57
C -3.76 0.61 -2.88
Cl -4.74 0.29 -1.51
C -4.32 0.93 -4.11
Cl -6.03 1.00 -4.28
N 2.11 0.65 1.40
P 0.41 1.14 1.67
C 0.74 0.43 3.68
C 0.18 1.37 4.55
C 0.07 1.15 5.92
C 0.52 -0.05 6.46
C 1.07 -1.00 5.63
C 1.18 -0.76 4.26
C -0.43 -0.46 1.23
C -1.75 -0.53 1.77
C -2.27 -1.66 2.32
C -1.42 -2.82 2.45
C -0.22 -2.89 1.86
C 0.32 -1.79 1.00
C 2.82 0.42 0.30
C 4.24 0.42 0.38
C 5.00 0.09 -0.70
C 4.36 -0.25 -1.91
C 2.99 -0.20 -1.94
N 2.20 0.15 -0.90
H 2.64 0.71 2.26
H -0.19 2.30 4.12
H -0.37 1.91 6.57
H 0.43 -0.23 7.53
H 1.41 -1.95 6.05
H 1.62 -1.54 3.63
H -2.32 0.40 1.80
H -3.26 -1.67 2.75
H -1.76 -3.63 3.08
H 0.44 -3.73 2.06
H 1.38 -1.67 1.25
H 4.70 0.68 1.33
H 6.08 0.07 -0.63
H 4.92 -0.55 -2.78
H 2.47 -0.46 -2.85
C -0.95 3.70 -0.91
C 0.36 3.18 -0.31
C 0.71 4.06 0.91
C 1.49 3.38 -1.34
N 0.19 1.76 0.02
H -0.87 4.76 -1.18
H -1.75 3.58 -0.17
H -1.22 3.12 -1.80
H 0.93 5.09 0.59
H 1.58 3.66 1.43
H -0.12 4.07 1.61
H 1.59 4.45 -1.59
H 1.28 2.83 -2.25
H 2.44 3.04 -0.93
C -0.44 -2.57 -2.71
C -0.51 -2.93 -1.21
C 0.02 -4.36 -1.07
C -2.01 -2.93 -0.83
N 0.34 -1.96 -0.51
H -0.81 -3.40 -3.32
H 0.59 -2.36 -3.00
H -1.07 -1.71 -2.94
H -0.62 -5.07 -1.60
H 0.05 -4.65 -0.02
H 1.03 -4.43 -1.47
H -2.59 -3.42 -1.62
H -2.38 -1.92 -0.69
H -2.18 -3.47 0.10

Löwdin population analysis, charges in e, atoms 1 to 6:
1. Hf 1.37
2. Cl 0.66
3. C -0.72
4. C -0.70
5. Cl 0.69
6. C -0.56

***

[3]
This record from the Open Molecules 2025 dataset describes a structure of composition C3H16N6O7Y. The level of theory is ωB97M-V/def2-TZVPD.

The net charge is -1. The molar mass is 337.10 g/mol. As for the total energy: -27683.057 eV.

Element x y z (Å)
Y -21.28 33.55 2.57
O -18.13 32.94 2.90
H -17.43 33.62 2.82
O -20.56 36.00 0.76
H -20.96 35.70 -0.08
O -21.48 30.41 2.04
H -21.46 29.83 1.25
O -24.33 34.14 3.19
H -24.83 33.61 3.84
C -19.85 37.31 5.75
O -20.47 36.45 5.17
N -20.21 38.59 5.66
N -18.80 37.14 6.51
H -19.57 39.35 5.85
H -21.20 38.78 5.60
H -18.25 36.29 6.44
H -18.24 37.95 6.70
C -23.88 32.60 -1.33
O -22.83 33.02 -0.86
N -24.98 32.76 -0.71
N -24.03 32.10 -2.57
H -24.91 33.29 0.15
H -25.85 32.79 -1.22
H -23.24 32.14 -3.19
H -24.96 31.85 -2.85
C -21.73 31.84 7.37
O -21.72 32.24 6.23
N -21.67 32.59 8.44
N -21.95 30.61 7.68
H -22.05 32.33 9.34
H -21.46 33.52 8.10
H -22.39 30.49 8.58
H -22.22 29.96 6.96

Löwdin population analysis, charges in e, atoms 1 to 6:
1. Y 1.93
2. O -0.59
3. H -0.15
4. O -0.56
5. H -0.15
6. O -0.59

***

[4]
This record from the Open Molecules 2025 dataset describes a cluster of 2 separate species, C9H16FP in total. The level of theory is ωB97M-V/def2-TZVPD.

As for the spin multiplicity: 3. Its expectation value of S² is 2.0040. The molar mass is 174.20 g/mol. As for the total energy: -21593.922 eV.

Element x y z (Å)
C -0.70 0.19 -0.73
C -0.04 1.59 -0.67
C 1.49 1.49 -0.97
C 2.08 -0.43 0.81
C 0.69 -0.88 1.25
C 2.26 1.05 0.30
C -0.43 -0.94 0.16
C -1.67 -1.77 0.60
C -0.04 -0.99 -1.41
F 3.61 1.18 -0.02
P -5.34 0.18 0.13
H -0.51 2.21 -1.34
H -0.19 2.09 0.35
H 1.75 0.94 -1.84
H 1.77 2.63 -1.16
H 2.76 -0.38 1.62
H 2.52 -1.18 0.02
H 0.76 -1.90 1.71
H 0.28 -0.40 2.16
H 2.17 1.87 1.09
H -2.48 -1.72 -0.11
H -2.25 -1.37 1.49
H -1.15 -2.69 0.94
H -0.59 -1.43 -2.38
H 1.05 -1.07 -1.48
H -1.80 0.32 -0.87
H -6.00 1.41 0.39

Löwdin population analysis, charges in e, atoms 1 to 6:
1. C -0.29
2. C -0.13
3. C -0.14
4. C -0.12
5. C -0.14
6. C -0.32